Version i
Computed, not measured: a 10-piece molecular cluster, C31H89N13O10 overall, with ωB97M-V with the def2-TZVPD basis set.

Calculated values
- SMILES = COC[C@H](C)N.COC[C@H](C)N.COC[C@H](C)N.COC[C@H](C)N.COC[C@H](C)N.COC[C@H](C)N.COC[C@H](C)N.NC(N)=O.NC(N)=O.NC(N)=O
- total charge = 0

Last column: Mulliken charge in e.
Element x y z (Å)
C 0.084 -7.931 1.189  -0.8116
O 0.660 -7.462 0.010  -0.2584
C -0.324 -7.059 -0.926  -0.8362
C 0.111 -5.991 -1.840  0.7841
C 0.394 -4.717 -1.081  -0.9121
N -0.839 -5.710 -2.955  -0.7121
H 0.756 -8.552 1.764  0.2214
H -0.800 -8.538 0.917  0.4775
H -0.342 -7.137 1.812  0.3011
H -0.735 -7.961 -1.426  0.3325
H -1.241 -6.703 -0.411  0.4018
H 1.067 -6.206 -2.344  0.1922
H 1.020 -4.973 -0.240  -0.1052
H -0.548 -4.194 -0.853  0.3658
H 0.806 -3.951 -1.754  0.3078
H -0.707 -6.482 -3.607  0.2868
H -0.535 -4.865 -3.427  0.1391
C -0.023 -2.240 -4.162  -0.2670
O -0.951 -2.976 -4.892  -0.2636
C -1.079 -2.419 -6.155  -0.8047
C -1.859 -3.348 -7.005  0.4284
C -1.080 -4.670 -7.283  -1.3120
N -2.303 -2.763 -8.281  -0.7068
H -0.123 -2.553 -3.111  -0.3751
H -0.227 -1.169 -4.188  0.3917
H 1.010 -2.549 -4.372  0.3899
H -1.457 -1.396 -6.040  0.4144
H -0.083 -2.255 -6.613  0.3022
H -2.695 -3.681 -6.382  0.3094
H -1.798 -5.494 -7.379  0.3183
H -0.330 -4.999 -6.553  0.2799
H -0.578 -4.673 -8.257  0.3393
H -1.478 -2.633 -8.855  0.2694
H -2.937 -3.367 -8.778  0.2729
C 3.192 3.412 2.190  -1.0172
O 1.902 3.432 1.677  -0.2513
C 0.983 4.244 2.419  -0.3820
C 1.011 5.696 1.927  0.4008
C 0.232 6.626 2.860  -1.3128
N 0.341 5.859 0.597  -0.5488
H 3.123 3.177 3.258  0.3448
H 3.670 4.369 1.977  0.3144
H 3.792 2.638 1.712  0.3103
H -0.023 3.819 2.418  -0.0863
H 1.337 4.234 3.471  0.3742
H 2.067 5.977 1.908  0.4704
H -0.018 7.539 2.333  0.4173
H 0.748 6.839 3.807  0.4425
H -0.728 6.198 3.180  -0.0759
H 0.932 5.572 -0.180  -0.0116
H -0.543 5.343 0.560  0.1862
C -0.118 -2.145 6.376  -1.0428
O -0.081 -1.421 5.182  -0.2674
C -1.158 -0.444 5.196  -1.1486
C -1.333 0.268 3.873  1.5244
C -2.444 1.321 3.909  -1.5194
N -1.705 -0.644 2.753  -0.7989
H 0.866 -2.531 6.633  0.2845
H -0.845 -2.971 6.366  0.3530
H -0.448 -1.537 7.233  0.3805
H -2.094 -0.988 5.408  0.4430
H -0.977 0.303 5.980  0.3774
H -0.474 0.853 3.503  -0.0509
H -3.433 0.880 4.048  0.4213
H -2.419 1.830 2.938  0.0443
H -2.320 2.154 4.610  0.4101
H -1.431 -0.155 1.911  0.0256
H -1.211 -1.514 2.758  0.2490
C 2.038 2.839 -2.362  -0.5706
O 1.596 3.454 -3.547  -0.3442
C 1.394 4.841 -3.403  0.2383
C 0.259 5.407 -4.226  0.3770
C 0.185 6.894 -3.996  -1.5216
N -1.051 4.842 -3.846  -0.6588
H 1.377 3.108 -1.515  0.1888
H 3.066 3.156 -2.132  0.3857
H 1.961 1.753 -2.266  0.2521
H 1.243 5.171 -2.364  -0.4300
H 2.369 5.218 -3.748  0.2697
H 0.432 5.124 -5.268  0.4184
H 0.338 7.126 -2.933  0.3141
H -0.810 7.296 -4.182  0.4138
H 0.920 7.418 -4.606  0.3893
H -1.186 5.100 -2.867  0.2762
H -0.932 3.836 -3.902  0.1356
C 3.595 -6.549 1.911  -0.7313
O 2.546 -5.983 2.700  -0.4227
C 2.382 -4.621 2.412  -0.7312
C 1.305 -3.885 3.170  0.5383
C -0.082 -4.370 2.743  -1.4561
N 1.455 -2.411 2.889  0.1033
H 4.513 -5.982 2.140  0.3406
H 3.390 -6.430 0.839  0.2460
H 3.646 -7.592 2.196  0.2585
H 3.313 -4.142 2.819  0.3053
H 2.467 -4.375 1.344  0.3544
H 1.459 -3.993 4.253  0.3566
H -0.205 -4.231 1.669  0.1523
H -0.882 -3.858 3.265  0.3597
H -0.074 -5.449 2.919  0.3531
H 2.438 -2.147 2.988  0.1743
H 0.944 -1.972 3.688  0.1343
C -3.386 5.726 3.972  -1.0645
O -2.961 5.243 2.760  -0.0151
C -4.067 4.906 1.913  -1.0387
C -3.654 4.879 0.452  0.7776
C -4.788 4.404 -0.447  -1.5592
N -2.352 4.065 0.264  -0.1664
H -3.758 6.746 3.899  0.3388
H -2.581 5.721 4.717  0.2750
H -4.091 5.018 4.432  0.3902
H -4.413 3.874 2.135  0.2697
H -4.876 5.649 1.996  0.4364
H -3.391 5.910 0.138  0.1858
H -5.689 4.895 -0.043  0.4036
H -4.925 3.322 -0.475  0.3832
H -4.722 4.692 -1.494  0.3619
H -2.035 3.907 1.224  -0.0800
H -2.476 3.156 -0.164  0.1029
N -1.005 1.308 -3.087  -0.1457
C -2.272 0.888 -3.520  0.6673
N -3.006 0.247 -2.502  -0.3401
O -2.693 1.103 -4.649  -0.6963
H -0.738 1.221 -2.116  0.3786
H -0.449 1.924 -3.650  0.0875
H -2.564 0.183 -1.608  0.1041
H -3.858 -0.217 -2.714  0.2112
N 0.736 -1.247 0.088  0.1792
C 0.822 0.157 0.202  -0.2467
N 1.575 0.696 1.257  0.4928
O 0.208 0.875 -0.643  -0.5414
H 1.029 -1.871 0.848  -0.0352
H 0.042 -1.558 -0.563  0.1318
H 1.752 1.741 1.126  0.0211
H 2.285 0.073 1.622  -0.0008
N 6.210 -2.006 1.417  -0.4531
C 5.210 -1.314 2.114  0.5396
N 5.656 -0.166 2.813  -0.4038
O 3.988 -1.565 1.967  -0.6329
H 7.134 -1.643 1.373  0.1806
H 5.925 -2.645 0.703  0.2348
H 4.957 0.286 3.370  0.2156
H 6.574 0.205 2.772  0.1610

---

Version ii
Computed, not measured: a 10-piece molecular cluster, C31H89N13O10 overall, with ωB97M-V with the def2-TZVPD basis set.

Calculated values
- SMILES = COC[C@H](C)N.COC[C@H](C)N.COC[C@H](C)N.COC[C@H](C)N.COC[C@H](C)N.COC[C@H](C)N.COC[C@H](C)N.NC(N)=O.NC(N)=O.NC(N)=O
- total charge = 0

Last column: Mulliken charge in e.
Element x y z (Å)
C 14.113 -19.165 13.414  -0.5493
O 14.586 -18.478 14.542  -0.4549
C 15.946 -18.049 14.429  0.6715
C 16.079 -16.677 15.056  0.2192
C 17.117 -15.808 14.369  -1.4557
N 16.409 -16.704 16.506  -0.8123
H 13.085 -19.461 13.631  0.3774
H 14.680 -20.074 13.191  -0.0636
H 14.069 -18.494 12.548  0.3262
H 16.524 -18.812 14.970  -0.3860
H 16.299 -18.070 13.391  0.0905
H 15.117 -16.161 15.041  0.4281
H 17.110 -14.808 14.802  0.3696
H 16.934 -15.673 13.300  0.4140
H 18.118 -16.243 14.456  0.2096
H 17.358 -17.056 16.610  0.1374
H 15.852 -17.457 16.908  0.3837
C 21.223 -23.740 12.895  0.0944
O 21.235 -24.436 11.665  -0.3941
C 21.919 -23.756 10.651  -1.3724
C 21.214 -22.518 10.129  2.1947
C 19.800 -22.805 9.630  -1.1081
N 22.058 -21.932 9.108  -0.7744
H 20.430 -22.979 12.985  -0.0482
H 22.159 -23.207 13.077  0.4631
H 20.924 -24.487 13.631  -0.2950
H 22.944 -23.472 10.955  0.3957
H 22.183 -24.495 9.881  0.4390
H 21.125 -21.840 10.986  -0.8467
H 19.123 -23.265 10.355  0.1476
H 19.822 -23.507 8.790  0.4889
H 19.348 -21.865 9.307  0.1112
H 22.121 -22.546 8.301  0.2766
H 21.704 -21.074 8.699  0.2682
C 15.350 -26.052 11.116  -0.9059
O 16.437 -25.892 12.010  -0.2311
C 16.603 -27.004 12.868  -1.1126
C 17.707 -26.744 13.892  1.7621
C 19.071 -27.160 13.373  -1.7755
N 17.424 -27.483 15.157  -0.6753
H 14.624 -25.252 11.292  0.2610
H 14.804 -26.987 11.251  0.3988
H 15.719 -25.968 10.094  0.2997
H 15.666 -27.134 13.434  0.4897
H 16.777 -27.943 12.322  0.3565
H 17.629 -25.665 14.049  -0.7111
H 19.332 -26.720 12.408  0.3660
H 19.133 -28.248 13.261  0.4730
H 19.879 -26.914 14.068  0.3792
H 18.137 -28.215 15.198  0.2713
H 16.633 -28.107 14.977  0.2450
C 26.401 -23.842 16.132  -0.7193
O 25.781 -22.572 16.197  -0.3461
C 24.966 -22.312 15.084  -0.6818
C 23.928 -21.268 15.448  0.0500
C 22.941 -21.832 16.463  -1.0083
N 23.186 -20.863 14.226  -0.3290
H 27.148 -23.878 15.332  0.2976
H 25.650 -24.630 16.029  0.3243
H 26.916 -23.988 17.081  0.2446
H 25.593 -21.998 14.235  0.4430
H 24.431 -23.223 14.772  0.2384
H 24.465 -20.419 15.890  0.3855
H 22.300 -21.044 16.866  0.1248
H 23.453 -22.282 17.312  0.4752
H 22.296 -22.549 15.953  0.1188
H 22.951 -19.876 14.332  0.2943
H 23.917 -20.779 13.514  0.1715
C 21.159 -25.266 21.283  -0.7733
O 20.893 -25.172 19.909  -0.2573
C 19.531 -25.339 19.567  -0.6165
C 19.433 -25.872 18.151  0.3683
C 19.985 -24.825 17.177  -0.2034
N 18.024 -26.184 17.903  -0.7299
H 20.868 -24.343 21.811  0.2857
H 22.226 -25.417 21.424  0.2340
H 20.570 -26.066 21.747  0.3198
H 19.028 -25.969 20.311  0.4809
H 18.971 -24.393 19.654  -0.0343
H 20.083 -26.753 18.140  0.2922
H 19.997 -25.222 16.157  -0.1240
H 20.997 -24.487 17.408  0.3896
H 19.306 -23.968 17.215  -0.1578
H 17.559 -25.276 17.930  0.3166
H 17.884 -26.541 16.956  0.2609
C 14.795 -21.983 11.521  1.6894
O 15.237 -21.645 10.245  -0.3419
C 14.978 -20.273 9.956  0.0465
C 15.496 -19.894 8.601  0.3761
C 16.980 -20.094 8.366  -1.1210
N 15.064 -18.509 8.339  -0.7229
H 15.111 -23.015 11.681  -0.5779
H 13.708 -21.903 11.653  0.4745
H 15.262 -21.382 12.314  -1.3533
H 13.883 -20.187 9.940  0.3901
H 15.349 -19.635 10.771  -0.3960
H 14.975 -20.475 7.836  0.3928
H 17.244 -19.993 7.311  0.3839
H 17.280 -21.134 8.559  0.2384
H 17.658 -19.481 8.964  0.0762
H 15.033 -18.328 7.346  0.2865
H 15.709 -17.843 8.747  0.2363
C 17.532 -22.663 14.083  -0.7951
O 18.089 -21.379 14.053  0.7339
C 18.342 -20.884 12.760  1.3778
C 19.038 -19.538 12.900  1.4922
C 19.226 -18.884 11.549  -1.3424
N 20.276 -19.587 13.684  -0.3406
H 17.549 -23.016 15.110  0.3422
H 18.014 -23.432 13.462  0.1056
H 16.499 -22.650 13.712  0.1966
H 18.952 -21.616 12.210  -1.3056
H 17.406 -20.739 12.199  -0.5463
H 18.318 -18.935 13.466  -1.0459
H 19.808 -17.966 11.626  0.5343
H 18.257 -18.713 11.080  0.1847
H 19.799 -19.527 10.867  0.0888
H 19.966 -19.990 14.576  0.2547
H 20.891 -20.344 13.379  0.0147
N 16.332 -21.746 17.080  -0.1238
C 16.795 -22.384 18.203  0.4401
N 18.038 -21.975 18.582  -0.0391
O 16.171 -23.268 18.777  -0.7130
H 16.830 -20.952 16.714  -0.0230
H 15.419 -21.974 16.739  0.1686
H 18.410 -22.255 19.468  0.2896
H 18.485 -21.225 18.066  0.2284
N 18.935 -17.838 18.285  -0.4093
C 19.529 -18.592 17.311  0.3893
N 20.340 -17.907 16.453  -0.3205
O 19.328 -19.792 17.168  -0.5668
H 19.120 -16.852 18.280  0.2012
H 18.188 -18.247 18.815  0.2077
H 20.653 -16.968 16.612  0.1943
H 20.681 -18.431 15.663  0.0710
N 24.474 -15.762 8.422  -0.4014
C 23.179 -16.043 8.784  0.5694
N 23.046 -17.018 9.749  -0.3575
O 22.210 -15.502 8.287  -0.6206
H 25.243 -16.123 8.955  0.1839
H 24.602 -14.958 7.836  0.2378
H 23.818 -17.600 10.015  0.1891
H 22.104 -17.321 9.910  0.2057

---

Energy above the most stable structure, in hartree: version i 0.0494; version ii 0.0000